--- A ---
The following is a quantum chemistry calculation of a 2-piece molecular cluster, S2 overall, from the OMol25 dataset.

The geometry in XYZ format:
```
2
Properties=species:S:1:pos:R:3:nbo_charge:R:1
S 0.0000 0.0000 1.9247 0.0000
S 0.0000 0.0000 -1.9247 0.0000
```

Results
Charge = 0
HOMO-LUMO gap = 3.8 eV
Multiplicity = 1



--- B ---
The following is a quantum chemistry calculation of one molecule with the formula S2, from the OMol25 dataset.

The geometry in XYZ format:
```
2
Properties=species:S:1:pos:R:3:nbo_charge:R:1
S 0.9216 0.0581 0.6534 0.0000
S -0.9216 -0.0581 -0.6534 0.0000
```

Results
Charge = 0
HOMO-LUMO gap = 5.6 eV
Multiplicity = 1



Energetically preferred structure: B | next structure: +0.2463 hartree



--- A ---
The following is a quantum chemistry calculation of a 3-piece molecular cluster, C2H10O2S2 overall, from the OMol25 dataset.

The geometry in XYZ format:
```
16
Properties=species:S:1:pos:R:3:nbo_charge:R:1
C 1.2962 -0.8279 -1.2788 -0.7569
S 0.6265 0.8532 -1.4770 0.0877
S -1.3582 0.5456 -1.5989 0.0331
C -1.9761 0.3167 0.1693 -0.7334
H 2.3687 -0.5154 -1.4498 0.2153
H 1.1736 -1.2871 -0.2885 0.2490
H 0.9796 -1.4524 -2.1048 0.2157
H -2.2473 -0.7152 0.3149 0.2157
H -1.1776 0.5302 0.8798 0.2242
H -2.6989 1.1193 0.2481 0.2291
O 1.7942 -1.5297 1.4369 -0.9408
H 2.1519 -0.7585 1.8821 0.4875
H 0.8747 -1.6457 1.6817 0.4733
O -0.0071 -0.1136 4.3053 -0.9381
H 0.2613 -1.0476 4.2744 0.4675
H -0.9652 -0.1440 4.3802 0.4713
```

Results
Charge = 0
HOMO-LUMO gap = 8.7 eV
Multiplicity = 1



--- B ---
The following is a quantum chemistry calculation of a 3-piece molecular cluster, C2H10O2S2 overall, from the OMol25 dataset.

The geometry in XYZ format:
```
16
Properties=species:S:1:pos:R:3:nbo_charge:R:1
C -1.1339 2.5598 1.2122 -0.6282
C -2.0699 1.9402 0.1801 -0.5253
S -1.4897 0.3040 -0.4667 0.0798
S -2.8634 -0.1440 -2.0504 -0.1475
H -1.1583 1.9662 2.1798 0.2119
H -1.3468 3.6246 1.5324 0.2316
H -0.1064 2.4809 0.7001 0.2097
H -1.9486 2.4177 -0.8157 0.2195
H -2.9989 2.0752 0.6585 0.2170
H -3.8640 -0.8971 -1.5419 0.1313
O 1.2968 -4.1401 -3.6120 -0.9466
H 2.1888 -4.3665 -3.7933 0.4697
H 1.2679 -3.4896 -2.8253 0.4770
O 5.0325 -1.5353 2.6537 -0.9243
H 4.1314 -1.4349 2.4337 0.4628
H 5.0625 -1.3609 3.5550 0.4615
```

Results
Charge = 0
HOMO-LUMO gap = 9.4 eV
Multiplicity = 1



Energetically preferred structure: A | next structure: +0.0205 hartree



--- A ---
The following is a quantum chemistry calculation of a 4-piece molecular cluster, CH10N2O4 overall, from the OMol25 dataset.

The geometry in XYZ format:
```
17
Properties=species:S:1:pos:R:3:nbo_charge:R:1
N -0.5278 1.1560 -0.9920 -0.6404
C -1.6707 0.8968 -0.2897 0.7133
N -2.5887 -0.0564 -0.7266 -0.7754
O -1.9147 1.4830 0.8159 -0.1188
H -0.0035 0.4540 -1.4732 0.4727
H 0.0251 1.9570 -0.5892 0.4522
H -3.3165 -0.3184 -0.0679 0.4347
H -2.4370 -0.7400 -1.4982 0.4501
H 1.6192 -2.4322 0.2797 0.4891
H 1.0648 -1.1747 0.7918 0.4853
O 1.5125 -1.4906 0.0144 -0.9760
H 2.8535 0.7969 -2.5559 0.5160
H 2.3588 0.3168 -1.0087 0.5130
O 2.1975 0.7522 -1.8456 -1.0225
H 0.4868 0.1777 3.2962 0.4916
H -0.0932 -1.1866 3.1780 0.4819
O 0.4338 -0.5915 2.6711 -0.9667
```

Results
Charge = +1
HOMO-LUMO gap (alpha / beta) = 11.4 / 5.8 eV
Multiplicity = 2



--- B ---
The following is a quantum chemistry calculation of a 4-piece molecular cluster, CH10N2O4 overall, from the OMol25 dataset.

The geometry in XYZ format:
```
17
Properties=species:S:1:pos:R:3:nbo_charge:R:1
N 1.4374 -0.3494 -0.7966 -0.8037
C 1.0354 0.6629 -1.6066 0.7024
N 0.5234 1.8891 -0.9906 -0.3920
O 1.2457 0.7830 -2.8047 -0.3314
H 1.2771 -0.3351 0.1959 0.4167
H 1.9941 -1.1344 -1.2078 0.4587
H 0.0465 2.5230 -1.7346 0.4410
H -0.0894 1.9420 -0.1602 0.4481
H -1.0058 -1.1503 2.4612 0.5057
H 0.0886 -1.0771 1.4272 0.4905
O -0.8082 -0.7142 1.6577 -0.9454
H -1.2712 0.7319 1.2972 0.5073
H -1.7167 2.2124 1.6210 0.4942
O -1.5274 1.6390 0.8860 -1.0033
H -1.0499 -2.6474 0.2846 0.4685
H 0.0435 -2.2620 -0.6491 0.4652
O -0.2231 -2.7132 0.1195 -0.9225
```

Results
Charge = +1
HOMO-LUMO gap (alpha / beta) = 11.8 / 6.1 eV
Multiplicity = 2



Energetically preferred structure: A | next structure: +0.0395 hartree



--- A ---
The following is a quantum chemistry calculation of one molecule with the formula C2HN3O3, from the OMol25 dataset.

The geometry in XYZ format:
```
9
Properties=species:S:1:pos:R:3:nbo_charge:R:1
O -1.7030 1.3162 -0.2377 -0.3844
C -0.6204 0.7191 -0.0811 0.4747
N 0.7152 1.4221 0.1361 -0.1981
N 1.6963 0.7245 0.2732 0.0610
N 1.6873 -0.5940 -0.2054 -0.1828
O 0.4309 -1.3434 -0.3735 -0.3168
C -0.6275 -0.6621 0.0082 0.6027
O -1.6763 -1.2389 0.4008 -0.4595
H 2.3815 -1.0806 0.6941 0.4032
```

Results
Charge = 0
HOMO-LUMO gap = 8.7 eV
Multiplicity = 1



--- B ---
The following is a quantum chemistry calculation of one molecule with the formula C2HN3O3, from the OMol25 dataset.

The geometry in XYZ format:
```
9
Properties=species:S:1:pos:R:3:nbo_charge:R:1
O 0.2185 -0.2909 -1.6307 -0.4983
C 0.2390 -0.0008 -0.5068 0.5537
N -0.0985 1.1819 0.0658 -0.5558
C -1.0352 1.9808 -0.0011 0.6723
N -1.6430 3.0129 0.0690 -0.2519
O -2.8655 3.2305 0.7320 -0.1178
N -3.5560 2.1505 0.9776 0.3912
O -3.1380 1.0656 0.6497 -0.3038
H 0.5770 -0.8587 0.2828 0.1105
```

Results
Charge = 0
HOMO-LUMO gap = 10.0 eV
Multiplicity = 1



--- C ---
The following is a quantum chemistry calculation of one molecule with the formula C2HN3O3, from the OMol25 dataset.

The geometry in XYZ format:
```
9
Properties=species:S:1:pos:R:3:nbo_charge:R:1
N -3.1527 1.3300 0.0068 -0.2766
C -2.1782 0.7953 -0.1802 0.3513
N -1.1466 0.1361 -0.6534 -0.3134
N -0.3499 -0.5328 0.0428 0.6017
O -0.2885 -0.8245 1.1851 -0.3300
O 0.7777 -0.8119 -0.6465 -0.3413
C 1.8926 -0.2076 -0.0456 0.6434
O 2.9980 -0.3717 -0.4155 -0.4623
H 1.4477 0.4870 0.7066 0.1271
```

Results
Charge = 0
HOMO-LUMO gap (alpha / beta) = 9.9 / 9.9 eV
Multiplicity = 1



Energetically preferred structure: C | next structure: +0.0040 hartree



--- A ---
The following is a quantum chemistry calculation of one molecule with the formula C2HN3O3, from the OMol25 dataset.

The geometry in XYZ format:
```
9
Properties=species:S:1:pos:R:3:nbo_charge:R:1
O 1.3771 1.8653 -0.4101 -0.3369
N 1.5246 0.7503 -0.0169 0.5685
O 2.4971 0.2049 0.4010 -0.3073
C 0.1290 -0.1495 0.0093 0.1308
C -1.2156 0.2310 0.0786 -0.1015
N -1.9111 -0.8515 -0.0172 -0.0552
O -1.0503 -1.8601 -0.0728 -0.0913
N 0.2041 -1.4490 -0.1176 -0.0596
H -1.5549 1.2588 0.1457 0.2524
```

Results
Charge = 0
HOMO-LUMO gap = 11.5 eV
Multiplicity = 1



--- B ---
The following is a quantum chemistry calculation of a 2-piece molecular cluster, C2HN3O3 overall, from the OMol25 dataset.

The geometry in XYZ format:
```
9
Properties=species:S:1:pos:R:3:nbo_charge:R:1
N -0.7188 0.4964 1.5694 -0.2291
C -1.1094 0.4964 0.4936 0.3101
N -1.7684 0.0967 -0.6987 0.4800
O -1.3466 0.4101 -1.8067 -0.2963
O -2.6971 -0.5675 -0.4063 -0.2773
C 2.2316 -0.2379 0.7629 -0.0482
N 1.6887 -0.3230 -0.2539 0.2131
O 0.9668 -0.7558 -1.0387 -0.3777
H 2.7532 0.3846 1.3782 0.2252
```

Results
Charge = 0
HOMO-LUMO gap = 9.1 eV
Multiplicity = 1



Energetically preferred structure: A | next structure: +0.0768 hartree



--- A ---
The following is a quantum chemistry calculation of one molecule with the formula C4H7NO4, from the OMol25 dataset.

The geometry in XYZ format:
```
16
Properties=species:S:1:pos:R:3:nbo_charge:R:1
N -0.8572 -1.2015 0.6422 -0.8400
C -0.7536 -0.2057 -0.3805 -0.1486
C -0.5673 1.2048 0.2088 -0.5064
C 0.5676 1.1543 1.2572 0.8045
O 0.4572 1.5955 2.3762 -0.6056
O 1.6752 0.6616 0.7740 -0.6739
C 0.3430 -0.5127 -1.3951 0.7966
O 0.7526 0.2920 -2.1862 -0.5989
O 0.6803 -1.7920 -1.3991 -0.6744
H -0.8187 -2.1550 0.3134 0.3805
H -1.6895 -1.1593 1.1763 0.3669
H -1.6898 -0.1174 -0.9966 0.2009
H -1.4893 1.5415 0.7334 0.2333
H -0.3089 1.8995 -0.5787 0.2586
H 2.3099 0.6424 1.5438 0.5037
H 1.3884 -1.8482 -2.0890 0.5027
```

Results
Charge = 0
HOMO-LUMO gap = 10.3 eV
Multiplicity = 1



--- B ---
The following is a quantum chemistry calculation of C4H7NO4 as an isolated structure, from the OMol25 dataset.

The geometry in XYZ format:
```
16
Properties=species:S:1:pos:R:3:nbo_charge:R:1
C 0.0292 1.0742 0.1236 0.6031
C 0.9017 -0.0131 -0.2374 0.0915
C 0.6270 -0.7480 1.1174 -0.0649
C 0.1673 -1.2956 -0.7488 -0.0545
H -2.3605 -0.5422 0.4553 0.4651
H -1.8149 2.0152 0.1255 0.3885
H 1.9112 1.3787 -0.5437 0.4888
H 0.2382 -0.1085 1.8835 0.1988
H 1.7190 -0.9503 1.3620 0.1901
H 0.8135 -1.9625 -1.1831 0.1747
H -0.6459 -1.2946 -1.5754 0.2032
N -1.4329 1.0470 -0.2226 -0.3659
O -2.4207 0.0857 -0.5204 -0.5111
O 0.3755 2.3369 0.4144 -0.6511
O 2.0683 0.5399 -0.9370 -0.6490
O -0.1759 -1.5628 0.4866 -0.5072
```

Results
Charge = 0
HOMO-LUMO gap = 10.0 eV
Multiplicity = 1



Energetically preferred structure: A | next structure: +0.2916 hartree



--- A ---
The following is a quantum chemistry calculation of a 2-piece molecular cluster, C4H7NO4 overall, from the OMol25 dataset.

The geometry in XYZ format:
```
16
Properties=species:S:1:pos:R:3:nbo_charge:R:1
C -2.3570 -0.4763 1.1504 -0.0414
C 1.7768 -0.6050 -2.7333 0.2701
C -0.2332 0.1563 0.5687 0.3264
C 0.6437 1.2989 0.1444 -0.6694
N 0.4774 -0.9908 1.1793 0.4721
O 1.6749 -0.8968 1.2666 -0.4214
O -0.1035 -1.9912 1.5648 -0.4314
O -1.4814 0.3268 0.6841 -0.3140
O 0.6923 -0.1271 -2.9265 -0.5000
H -3.4245 -0.2815 1.1395 0.1745
H -2.0849 -1.4852 1.4431 0.2014
H 2.2159 -0.7711 -1.6726 0.1165
H 2.2437 -1.1379 -3.5546 0.1145
H 0.1870 2.0003 -0.4819 0.2341
H 1.5142 0.8178 -0.3294 0.2406
H 1.1667 1.8008 0.9289 0.2274
```

Results
Charge = 0
HOMO-LUMO gap (alpha / beta) = 7.7 / 8.1 eV
Multiplicity = 1



--- B ---
The following is a quantum chemistry calculation of one molecule with the formula C4H7NO4, from the OMol25 dataset.

The geometry in XYZ format:
```
16
Properties=species:S:1:pos:R:3:nbo_charge:R:1
C -1.5520 0.7871 1.2315 -0.6309
C -0.6612 0.4858 0.0400 0.4124
O -0.7503 1.4823 -0.8993 -0.7097
C -1.0552 -0.9212 -0.6026 0.4168
O -0.9697 -1.9675 -0.0296 -0.5262
O 0.6848 0.3341 0.5040 -0.5122
C 1.4394 -0.2824 -0.4461 0.8966
N 2.6166 -0.6974 0.0483 -0.8215
O 1.1003 -0.3976 -1.6090 -0.6584
H -2.5721 0.9273 0.8871 0.2280
H -1.2008 1.6996 1.7062 0.2304
H -1.5017 -0.0373 1.9363 0.2336
H -0.2076 1.2194 -1.6683 0.4992
H -1.5555 -0.8114 -1.5837 0.1224
H 3.0278 -0.4296 0.9250 0.4104
H 3.1571 -1.3911 -0.4399 0.4091
```

Results
Charge = 0
HOMO-LUMO gap = 10.4 eV
Multiplicity = 1



--- C ---
The following is a quantum chemistry calculation of one molecule with the formula C4H7NO4, from the OMol25 dataset.

The geometry in XYZ format:
```
16
Properties=species:S:1:pos:R:3:nbo_charge:R:1
C 1.6994 0.3797 0.4198 -0.0893
C 0.9417 -0.6121 1.2780 -0.1206
C -0.4531 0.3340 -0.5536 0.6622
C -1.7546 1.1290 -0.7235 -0.7221
N -0.5100 -1.0551 -0.9421 0.4444
O -1.5750 -1.5469 -1.3127 -0.3801
O 0.5557 -1.6592 -0.8725 -0.3738
O 0.8084 0.8623 -0.5370 -0.4787
O -0.3724 -0.3459 1.2481 -0.5517
H 2.1282 1.1783 1.0180 0.1948
H 2.4776 -0.1932 -0.1174 0.2027
H 1.0669 -1.6315 0.8464 0.1905
H 1.3692 -0.6761 2.3021 0.2088
H -2.4498 0.3556 -1.0803 0.2812
H -1.6703 2.1218 -1.1860 0.2585
H -2.2617 1.3594 0.2129 0.2731
```

Results
Charge = 0
HOMO-LUMO gap = 8.8 eV
Multiplicity = 1



Energetically preferred structure: B | next structure: +0.2364 hartree